(1)
ORCA calculation (the ωB97M-V functional and the def2-TZVPD basis) on one molecule with the formula C3H3N3O3 at a distorted geometry.

Values from the calculation:
Relative energy (zero: lowest compared OMol25 entry of this formula, charge and spin)   578.2 kJ/mol
Molar mass   129.1 g mol⁻¹
Kohn-Sham gap   10.1651 eV
Structure (SMILES)   O=[N+]([O-])C1(O)N=CC=N1
LUMO   -0.72 eV

Each line ends with the natural charge from an NBO analysis.
Geometry (Å):
O 0.97488 1.57453 -0.03530  -0.330
N 1.41570 0.48458 -0.11595  0.548
O 2.55062 0.12940 -0.15278  -0.361
C 0.31595 -0.71725 -0.05363  0.525
O 0.94888 -1.89502 0.08734  -0.646
N -0.42905 -0.38820 1.10578  -0.409
C -1.42346 0.34584 0.78799  0.085
C -1.42406 0.45493 -0.71147  0.066
N -0.51656 -0.26563 -1.20758  -0.389
H 1.83916 -1.57450 0.29165  0.500
H -2.21585 0.86612 1.29874  0.214
H -2.03620 0.98520 -1.29478  0.196

(2)
ORCA calculation (the ωB97M-V functional and the def2-TZVPD basis) on C33H24Cl5CuN4O2 as an isolated structure at a distorted geometry.

Values from the calculation:
Spin multiplicity   2
Relative energy (zero: lowest compared OMol25 entry of this formula, charge and spin)   0.0 kJ/mol
Molar mass   749.4 g mol⁻¹
Net charge   -1
Kohn-Sham gap (spin up / spin down)   6.1877 / 6.1781 eV
LUMO (spin up / spin down)   1.52 / 1.55 eV

Each line ends with the natural charge from an NBO analysis.
Geometry (Å):
Cu -0.04142 1.52051 -0.31942  1.343
C -2.67183 0.65831 4.51144  -0.241
C -2.82968 1.79576 3.73225  -0.213
C -1.85348 2.16119 2.81540  -0.248
C -0.70260 1.39437 2.66309  0.234
C -0.55560 0.24570 3.43558  -0.236
C -1.52708 -0.11578 4.35367  -0.193
N 0.24215 1.75778 1.67285  -0.647
C 1.52264 1.85044 1.97655  0.240
C 2.06895 2.00731 3.30818  -0.272
C 3.39606 2.20991 3.48800  -0.165
C 4.32907 2.26198 2.40268  -0.292
C 3.87694 2.09974 1.13580  -0.173
C 2.49529 1.87958 0.90391  0.037
N 1.94555 1.64943 -0.30901  -0.221
N 2.61741 1.62871 -1.37960  -0.287
C 1.74607 1.39718 -2.48086  0.346
C 2.29231 1.06084 -3.70913  -0.252
C 1.43591 0.81733 -4.76761  -0.153
C 0.06641 0.92351 -4.57936  -0.278
C -0.39080 1.28008 -3.32285  0.093
N 0.43037 1.52454 -2.30853  -0.517
H -3.43996 0.36542 5.21649  0.200
H -3.72131 2.40377 3.82971  0.204
H -1.97693 3.05136 2.21148  0.214
H 0.30376 -0.39347 3.27306  0.222
H -1.40228 -1.02506 4.92839  0.203
H 1.39798 1.99542 4.15539  0.225
H 3.76582 2.35299 4.49765  0.203
H 5.37886 2.43663 2.59823  0.204
H 4.54232 2.13376 0.28331  0.223
H 3.36701 0.97534 -3.79418  0.227
H 1.83428 0.53902 -5.73524  0.211
H -0.63486 0.73383 -5.37945  0.219
H -1.44799 1.37232 -3.10408  0.216
Cl -3.30577 0.40759 -0.81338  0.015
C -3.06735 2.12456 -0.66173  0.020
C -1.77758 2.60188 -0.48685  -0.440
C -1.65585 3.97996 -0.39116  -0.072
Cl -0.04586 4.66406 -0.23265  -0.011
C -2.73647 4.85663 -0.42340  -0.102
Cl -2.51811 6.57035 -0.28548  0.021
C -4.01828 4.33375 -0.57416  -0.093
Cl -5.38567 5.39195 -0.61531  0.024
C -4.18663 2.95708 -0.70244  -0.134
Cl -5.78102 2.31212 -0.90743  0.024
C 1.36657 -6.73379 -1.99681  -0.620
C 0.89936 -5.40218 -1.46402  -0.032
C -0.45153 -5.09999 -1.37284  -0.232
C -0.89806 -3.87444 -0.88313  0.006
C -2.37760 -3.59033 -0.80077  -0.642
C 0.03760 -2.91483 -0.49502  -0.064
C 1.40567 -3.19367 -0.58726  0.012
C 2.44312 -2.17971 -0.17421  -0.633
C 1.81381 -4.43801 -1.05734  -0.234
C -0.42541 -1.57526 0.05994  0.766
O -1.13860 -1.57246 1.06489  -0.703
O -0.07823 -0.57233 -0.64248  -0.865
H 0.54506 -7.45044 -2.03746  0.206
H 2.15347 -7.15721 -1.36925  0.208
H 1.77294 -6.63830 -3.00740  0.208
H -1.18429 -5.84128 -1.67972  0.190
H -2.95473 -4.47996 -1.05752  0.194
H -2.65709 -2.79144 -1.49359  0.217
H -2.65012 -3.25018 0.19712  0.253
H 2.19822 -1.72495 0.78804  0.222
H 2.49603 -1.36304 -0.89408  0.230
H 3.42571 -2.64820 -0.09772  0.197
H 2.87737 -4.65765 -1.10917  0.189

(3)
ORCA calculation (the ωB97M-V functional and the def2-TZVPD basis) on a 2-piece molecular cluster, C2H6N4 overall at a distorted geometry.

Values from the calculation:
Relative energy (zero: lowest compared OMol25 entry of this formula, charge and spin)   584.1 kJ/mol
Molar mass   86.1 g mol⁻¹
Kohn-Sham gap   9.3360 eV
LUMO   0.90 eV

Each line ends with the natural charge from an NBO analysis.
Geometry (Å):
C -1.64138 -1.65856 -0.02146  -0.012
C 1.06878 0.64373 -0.07693  -0.487
N 1.27436 -1.55104 0.20373  -0.301
N -2.49002 0.57481 -0.14706  -0.572
N -2.15481 -0.60100 -0.16138  -0.007
N 0.64156 -0.62082 -0.30270  -0.114
H -1.72164 -2.66231 -0.36600  0.234
H 0.22810 1.34868 0.06986  0.244
H 1.55180 1.06388 -0.96025  0.234
H 1.81136 0.84966 0.85998  0.156
H 2.01718 -1.25056 0.80617  0.274
H -3.49552 0.77113 0.10765  0.352

(4)
ORCA calculation (the ωB97M-V functional and the def2-TZVPD basis) on C25H21ClN2O2Sm as an isolated structure at a distorted geometry.

Values from the calculation:
Spin multiplicity   6
Relative energy (zero: lowest compared OMol25 entry of this formula, charge and spin)   0.0 kJ/mol
Molar mass   567.3 g mol⁻¹
Net charge   -1
Kohn-Sham gap (spin up / spin down)   7.1026 / 7.0987 eV
LUMO (spin up / spin down)   2.63 / 2.63 eV

Each line ends with the natural charge from an NBO analysis.
Geometry (Å):
C -3.34354 0.76464 0.99508  -0.319
C -4.37181 -0.02139 0.38295  -0.398
C -4.27724 0.15830 -1.02933  -0.402
H -5.10935 -0.60437 0.91564  0.237
C -3.16551 1.03322 -1.31316  -0.353
C -2.60010 1.39399 -0.06192  -0.274
H -1.85196 2.15542 0.07516  0.230
H -3.20086 0.93243 2.06174  0.223
H -4.93902 -0.29154 -1.76245  0.238
H -2.85269 1.37960 -2.29528  0.222
Sm -2.41937 -1.56790 -0.42724  1.649
Cl -2.25326 -2.41610 1.85456  -0.569
C -3.52945 -3.99039 -0.68203  -0.428
C -3.56804 -3.44686 -2.02148  -0.453
C -4.83790 -2.79052 -2.17545  -0.302
H -2.87306 -3.67731 -2.83025  0.225
C -5.55751 -2.90244 -0.94822  -0.320
C -4.75794 -3.63517 -0.02586  -0.274
H -5.08781 -3.97685 0.95154  0.217
H -2.78875 -4.68679 -0.29219  0.236
H -5.25349 -2.40514 -3.10426  0.207
H -6.59047 -2.60405 -0.79355  0.206
O 0.06490 -1.98652 -0.68334  -0.730
C 0.66840 -0.86746 -0.60332  0.780
N 2.04764 -0.62251 -0.52142  -0.644
C 2.22197 0.75465 -0.08713  -0.085
C 0.82872 1.34917 -0.52522  0.702
O 0.58052 2.50898 -0.75138  -0.613
N -0.05289 0.28766 -0.57430  -0.691
C 2.30137 0.83992 1.42721  -0.031
C 1.62282 1.83777 2.13535  -0.153
C 1.51101 1.78140 3.53778  -0.223
C 2.09071 0.74539 4.26078  -0.221
C 2.85879 -0.19890 3.56410  -0.211
C 2.96267 -0.15082 2.16355  -0.205
C 3.44443 1.35123 -0.75415  0.075
C 4.38148 2.14806 -0.07109  -0.223
C 5.42220 2.76548 -0.78963  -0.218
C 5.55653 2.58649 -2.16138  -0.227
C 4.70740 1.67446 -2.80447  -0.212
C 3.65006 1.07977 -2.10039  -0.212
H 2.68321 -1.38815 -0.36942  0.406
H 1.18602 2.68375 1.59221  0.233
H 0.95646 2.56643 4.05969  0.211
H 2.01395 0.67822 5.34855  0.211
H 3.38666 -1.00187 4.08056  0.208
H 3.57052 -0.87480 1.60434  0.202
H 4.30665 2.27676 1.01380  0.226
H 6.12257 3.42081 -0.26164  0.206
H 6.31346 3.13075 -2.74362  0.208
H 4.83049 1.45021 -3.85395  0.207
H 2.99043 0.37287 -2.60608  0.226

> Which of these has the highest molar mass?

C33H24Cl5CuN4O2